[1]
107
Properties=species:S:1:pos:R:3 method="wB97M-V/def2-TZVPD" e_above_lowest_kj_mol=505.7 homo_energy_ev="-10.0 / -9.8" charge=+1 multiplicity=2 e_tot_ev=-151204.2316
Ir 0.802 -0.384 0.498
C 2.626 1.417 4.520
C 1.338 1.020 3.806
C 0.144 1.209 4.727
O 1.412 -0.327 3.286
C 1.201 1.960 2.568
O 0.931 3.123 2.772
O 1.459 1.431 1.402
H 2.757 0.820 5.426
H 2.573 2.470 4.791
H 3.498 1.273 3.882
H 0.300 0.675 5.670
H -0.771 0.858 4.260
H 0.024 2.269 4.946
H 1.310 -0.941 4.023
O 1.267 -7.825 0.681
N 0.128 -7.416 0.580
O -0.852 -8.126 0.537
C -0.099 -5.952 0.507
C -1.378 -5.567 0.345
C -1.727 -4.194 0.216
C -3.040 -3.777 -0.066
C -3.269 -2.452 -0.308
C -2.202 -1.556 -0.210
N -0.989 -1.915 0.162
C -0.734 -3.220 0.332
C 0.620 -3.619 0.594
N 1.521 -2.629 0.784
C 2.796 -2.952 0.924
C 3.251 -4.264 0.842
C 2.348 -5.282 0.698
C 0.973 -4.983 0.606
H -2.152 -6.319 0.283
H -3.835 -4.512 -0.110
H -4.248 -2.086 -0.584
H -2.357 -0.514 -0.435
H 3.489 -2.151 1.117
H 4.310 -4.470 0.906
H 2.685 -6.303 0.666
C -2.503 -1.708 4.032
C -2.713 -0.525 3.126
C -3.923 0.172 3.089
C -4.096 1.277 2.250
C -5.392 2.046 2.264
C -3.079 1.655 1.401
C -1.842 0.948 1.361
C -1.694 -0.109 2.302
N -0.862 1.153 0.453
C -0.873 2.227 -0.565
C -2.001 1.954 -1.600
C -2.000 3.053 -2.666
C -2.196 4.423 -2.003
C -1.033 4.695 -1.040
C 0.284 4.680 -1.816
C 0.463 3.299 -2.447
C -0.678 3.035 -3.432
C 0.459 2.240 -1.344
C -1.021 3.635 0.066
H -3.385 -1.912 4.636
H -1.657 -1.532 4.701
H -2.275 -2.601 3.444
H -4.736 -0.141 3.735
H -6.084 1.632 2.994
H -5.872 2.025 1.284
H -5.213 3.091 2.522
H -3.254 2.484 0.739
H -0.747 -0.629 2.345
H -2.975 1.920 -1.110
H -1.814 0.978 -2.061
H -2.825 2.861 -3.357
H -3.149 4.449 -1.463
H -2.230 5.200 -2.771
H -1.169 5.672 -0.571
H 1.119 4.893 -1.141
H 0.275 5.455 -2.587
H 1.419 3.253 -2.976
H -0.539 2.069 -3.928
H -0.687 3.803 -4.210
H 1.261 2.447 -0.635
H 0.625 1.259 -1.770
H -1.929 3.723 0.658
H -0.183 3.790 0.750
I 5.717 -1.182 -3.081
C 5.012 -0.550 -1.224
C 5.867 -0.225 -0.184
C 5.309 0.135 1.035
C 3.935 0.150 1.175
N 3.119 -0.156 0.163
C 3.642 -0.488 -1.021
H 6.940 -0.260 -0.313
H 5.940 0.395 1.874
H 3.461 0.397 2.109
H 2.942 -0.725 -1.808
Br 3.515 1.877 -5.534
C 2.078 0.647 -5.386
C 1.434 0.199 -6.527
C 0.373 -0.688 -6.393
C -0.032 -1.118 -5.139
C 0.624 -0.657 -4.005
C 1.688 0.230 -4.127
C 0.122 -1.067 -2.638
O -0.976 -1.595 -2.543
O 0.957 -0.764 -1.685
H 1.757 0.535 -7.503
H -0.147 -1.032 -7.277
H -0.864 -1.798 -5.022
H 2.193 0.611 -3.251

=====

[2]
109
Properties=species:S:1:pos:R:3 method="wB97M-V/def2-TZVPD" e_above_lowest_kj_mol=0.0 homo_energy_ev=-8.0 charge=0 e_tot_ev=-168558.4362
C -0.613 -1.005 3.514
C -0.155 0.548 3.318
C -0.935 1.618 4.219
N 0.841 0.795 2.471
Si 0.296 1.427 0.905
I -2.195 1.736 0.774
O 0.970 2.969 0.461
Si 2.530 3.244 1.175
C 2.397 3.548 3.089
C 3.204 2.478 3.981
O 3.031 2.532 5.244
Br 4.440 1.076 3.320
N 3.113 4.828 0.479
C 2.054 5.453 0.004
O 1.119 5.773 -0.771
P 0.746 -0.128 -0.626
O 0.399 0.436 -2.216
O 2.361 -0.708 -0.484
H -0.556 -1.180 4.662
H 0.112 -1.744 3.028
H -1.707 -1.168 3.215
H -1.991 1.878 3.827
H -0.355 2.577 4.446
H -1.116 1.104 5.248
H 3.527 2.244 0.814
H 2.602 4.647 3.375
H 1.272 3.379 3.332
H 0.034 1.352 -2.166
H 2.728 -0.678 -1.408
N -3.090 1.803 -3.463
C -4.175 1.104 -3.920
C -5.225 1.982 -4.043
C -4.754 3.260 -3.651
C -3.433 3.120 -3.302
H -2.180 1.411 -3.276
H -4.107 0.046 -4.116
H -6.221 1.732 -4.379
H -5.319 4.180 -3.628
H -2.709 3.841 -2.951
N -3.244 6.491 -6.540
C -3.847 5.420 -5.933
C -5.062 5.217 -6.541
C -5.196 6.196 -7.555
C -4.058 6.967 -7.533
H -2.343 6.869 -6.294
H -3.361 4.899 -5.124
H -5.775 4.447 -6.284
H -6.032 6.324 -8.228
H -3.759 7.811 -8.137
N 7.430 4.001 -0.512
C 8.564 3.666 0.181
C 8.287 3.774 1.523
C 6.935 4.183 1.643
C 6.433 4.311 0.373
H 7.343 4.015 -1.516
H 9.467 3.383 -0.339
H 8.980 3.579 2.329
H 6.390 4.363 2.558
H 5.454 4.599 0.023
N -5.739 -1.858 -5.451
C -6.022 -1.230 -6.634
C -7.297 -1.581 -7.007
C -7.804 -2.449 -6.008
C -6.823 -2.599 -5.059
H -4.871 -1.786 -4.946
H -5.293 -0.590 -7.109
H -7.808 -1.249 -7.899
H -8.780 -2.911 -5.986
H -6.801 -3.169 -4.142
N 0.854 -4.965 3.266
C 0.172 -4.660 4.414
C -0.575 -5.757 4.769
C -0.331 -6.764 3.803
C 0.557 -6.248 2.889
H 1.477 -4.344 2.775
H 0.276 -3.690 4.877
H -1.224 -5.827 5.629
H -0.757 -7.757 3.778
H 1.001 -6.681 2.005
N 2.640 -9.056 2.667
C 3.938 -8.645 2.513
C 4.640 -9.668 1.922
C 3.731 -10.733 1.706
C 2.505 -10.326 2.173
H 1.899 -8.508 3.080
H 4.250 -7.663 2.838
H 5.691 -9.650 1.671
H 3.950 -11.691 1.257
H 1.550 -10.830 2.197
N 3.289 -8.610 6.077
C 4.433 -8.948 6.749
C 4.179 -8.846 8.096
C 2.830 -8.437 8.241
C 2.305 -8.303 6.978
H 3.186 -8.592 5.073
H 5.327 -9.229 6.213
H 4.886 -9.045 8.888
H 2.301 -8.262 9.167
H 1.319 -8.014 6.645
N -1.229 8.269 -2.860
C -2.315 7.571 -3.319
C -3.364 8.450 -3.442
C -2.892 9.727 -3.049
C -1.571 9.585 -2.697
H -0.320 7.876 -2.673
H -2.248 6.512 -3.517
H -4.360 8.201 -3.780
H -3.457 10.648 -3.025
H -0.848 10.305 -2.345

=====

[3]
10
Properties=species:S:1:pos:R:3 method="wB97M-V/def2-TZVPD" e_above_lowest_kj_mol=74.9 homo_energy_ev=-9.5 charge=0 smiles="CSC(=O)P" e_tot_ev=-24325.4636
C 0.255 -1.066 0.110
C 0.045 1.660 0.579
O -0.394 -1.191 1.129
P 0.897 -2.502 -0.859
S 0.655 0.452 -0.663
H 0.915 2.292 0.852
H -0.078 0.959 1.560
H -0.930 2.048 0.210
H 0.795 -1.673 -2.034
H -0.373 -3.115 -0.921

=====

[4]
22
Properties=species:S:1:pos:R:3 method="wB97M-V/def2-TZVPD" e_above_lowest_kj_mol=590.0 homo_energy_ev="-11.2 / -11.2" charge=+1 smiles="CC(O)=C=[N+]=NN1C=CC=CC1=C=O" e_tot_ev=-18013.5779
C 2.675 -3.253 0.966
C 2.193 -2.498 2.083
C 2.439 -2.912 -0.319
C 1.330 -1.510 1.859
C 1.595 -1.748 -0.544
C 1.592 -1.228 -1.797
C -1.256 1.250 -0.749
C -1.824 1.931 -1.745
C -2.620 3.204 -1.716
N -0.031 -0.271 0.567
N 1.004 -1.027 0.571
N -0.485 0.460 -0.332
O -1.611 1.420 -3.005
O 1.803 -0.784 -2.826
H 3.507 -3.959 1.192
H 2.308 -3.076 3.045
H 2.705 -3.586 -1.191
H 0.938 -1.027 2.746
H -1.859 4.016 -1.630
H -3.014 3.225 -2.647
H -3.352 3.330 -1.038
H -0.912 0.804 -3.155